(1)
{"formula": "C32H81Br3N19O17P2S2", "method": "ωB97M-V with the def2-TZVPD basis set", "species": ["C", "C", "O", "C", "C", "N", "C", "C", "C", "C", "C", "C", "O", "C", "C", "O", "C", "Br", "C", "P", "O", "O", "S", "C", "C", "C", "Br", "C", "C", "Br", "P", "O", "O", "S", "C", "C", "O", "C", "C", "H", "H", "H", "H", "H", "H", "H", "H", "H", "H", "H", "H", "H", "H", "H", "H", "H", "H", "H", "H", "H", "H", "H", "H", "H", "H", "H", "H", "H", "H", "H", "H", "H", "H", "H", "H", "H", "H", "H", "H", "H", "H", "H", "H", "H", "C", "O", "N", "N", "H", "H", "H", "H", "C", "O", "N", "N", "H", "H", "H", "H", "C", "O", "N", "N", "H", "H", "H", "H", "C", "O", "N", "N", "H", "H", "H", "H", "C", "O", "N", "N", "H", "H", "H", "H", "C", "O", "N", "N", "H", "H", "H", "H", "C", "O", "N", "N", "H", "H", "H", "H", "C", "O", "N", "N", "H", "H", "H", "H", "C", "O", "N", "N", "H", "H", "H", "H"], "positions_angstrom": [[1.8193, 1.9498, 4.0230], [1.6293, 0.5174, 3.5845], [1.9846, 0.3582, 2.2292], [3.3655, 0.3953, 2.1086], [3.9310, 0.0275, 0.7681], [3.2824, -1.0485, -0.1154], [2.2485, -0.1966, -0.8683], [1.0935, -0.6438, -1.7600], [-0.2341, -0.0602, -1.2601], [-0.3235, 1.4584, -1.5202], [-1.2083, 2.0507, -0.4141], [-1.2770, 3.5515, -0.4059], [-1.4399, 4.1070, -1.7350], [-1.6003, 5.4639, -1.5782], [-0.3272, 6.2642, -1.4880], [-2.7019, 5.9436, -1.4958], [4.4133, -1.2432, -1.0997], [3.8835, -1.8377, -2.8711], [5.5207, -2.1874, -0.6260], [7.1412, -1.3545, -0.8504], [8.1904, -2.5609, -0.9403], [7.0637, -0.7032, -2.2980], [7.6657, -0.2030, 0.5864], [5.4459, -2.7090, 0.8158], [4.0136, -3.2448, 1.1538], [3.9900, -3.2821, 2.7482], [5.6874, -3.9729, 3.4949], [2.9119, -4.1167, 3.4611], [3.1387, -3.9906, 5.0042], [1.0319, -3.6202, 3.2435], [4.0653, -4.9515, 0.4435], [3.0093, -5.9076, 1.1613], [5.4691, -5.6637, 0.8099], [3.8186, -5.1466, -1.4599], [2.8742, -2.2851, 0.6378], [1.6516, -3.0675, 0.1512], [0.4484, -2.4074, 0.4928], [-0.6348, -3.2970, 0.2155], [-1.8193, -2.6094, -0.4375], [1.4257, 2.1101, 5.0119], [1.3273, 2.6037, 3.3107], [2.8737, 2.2144, 3.9844], [0.5918, 0.2571, 3.7105], [2.1886, -0.1502, 4.2460], [3.7077, 1.4105, 2.3179], [3.8053, -0.2003, 2.9169], [3.9959, 0.9471, 0.2030], [4.9811, -0.1918, 0.9368], [2.8443, 0.4316, -1.5181], [1.8388, 0.5388, -0.1905], [1.1757, -0.2280, -2.7599], [0.9159, -1.6967, -1.9338], [-0.3448, -0.1860, -0.1915], [-1.0187, -0.5432, -1.8262], [-0.7425, 1.6757, -2.4937], [0.6541, 1.9155, -1.3731], [-0.7465, 1.7646, 0.5294], [-2.1931, 1.5934, -0.4135], [-2.1581, 3.8352, 0.1717], [-0.4436, 4.0246, 0.1107], [-0.1823, 6.4913, -0.4365], [0.5125, 5.6492, -1.7849], [-0.3901, 7.1699, -2.0699], [4.8908, -0.2906, -1.2550], [5.6159, -3.0628, -1.2586], [7.9946, -3.1448, -1.6873], [7.9036, -0.2710, -2.5083], [6.1921, -3.4887, 0.8547], [5.7538, -1.9521, 1.5246], [3.9524, -2.2526, 3.0829], [2.9866, -5.1793, 3.3063], [3.5890, -3.0430, 5.2763], [2.1856, -4.0252, 5.5135], [3.6881, -4.8384, 5.3851], [2.9420, -6.7135, 0.6255], [5.8515, -5.9592, -0.0294], [2.4561, -1.9470, 1.5825], [1.6864, -3.3475, -0.8987], [1.5877, -3.9913, 0.7229], [-0.3179, -4.0969, -0.4512], [-0.9638, -3.7941, 1.1284], [-1.6102, -2.5010, -1.4975], [-1.8977, -1.6011, -0.0504], [-2.7354, -3.1754, -0.3403], [-2.6843, -0.7352, 4.6652], [-2.2598, 0.4061, 4.7113], [-2.6493, -1.4864, 3.5191], [-3.2322, -1.3623, 5.7398], [-2.9973, -2.4261, 3.4662], [-2.2589, -1.0637, 2.6986], [-3.2795, -0.8449, 6.5973], [-3.5934, -2.2996, 5.7142], [-0.3440, -3.0025, -4.5121], [-1.0127, -2.2500, -3.8184], [0.9938, -3.1839, -4.2863], [-0.8706, -3.7111, -5.5492], [1.5811, -3.7912, -4.8258], [1.3923, -2.6635, -3.5304], [-1.8494, -3.5942, -5.7340], [-0.3365, -4.3319, -6.1263], [-6.4768, 7.2549, -1.2702], [-6.1364, 7.8849, -0.2724], [-5.6603, 6.3411, -1.8579], [-7.7008, 7.4182, -1.8519], [-5.9169, 5.8030, -2.6661], [-4.7507, 6.2049, -1.4469], [-8.3225, 8.0848, -1.4348], [-7.9989, 6.9127, -2.6646], [3.8719, 4.8295, 2.1870], [3.3541, 3.8865, 1.6046], [3.1593, 5.6596, 3.0003], [5.2009, 5.1234, 2.0698], [3.5597, 6.4376, 3.4887], [2.1806, 5.4678, 3.1095], [5.7522, 4.5319, 1.4780], [5.6432, 5.8906, 2.5387], [-3.4022, 2.7676, -5.3623], [-4.0780, 2.0729, -6.1042], [-3.1191, 4.0715, -5.6458], [-2.8833, 2.3050, -4.1889], [-2.5724, 4.6620, -5.0497], [-3.4937, 4.4474, -6.4964], [-3.0738, 1.3516, -3.9438], [-2.3340, 2.8733, -3.5699], [-6.8304, -1.6948, 4.7455], [-6.1542, -2.7027, 4.9045], [-8.1806, -1.6844, 4.9571], [-6.2913, -0.5080, 4.3472], [-8.7551, -0.8732, 4.8349], [-8.6052, -2.5432, 5.2513], [-5.3019, -0.4900, 4.1850], [-6.8206, 0.3322, 4.2108], [5.0410, -9.0239, -0.8649], [4.2368, -8.4047, -1.5448], [5.4948, -10.2638, -1.2060], [5.5496, -8.5055, 0.2981], [6.1545, -10.7842, -0.6601], [5.1388, -10.6652, -2.0531], [5.2187, -7.5941, 0.5626], [6.2136, -8.9787, 0.8815], [-7.4818, 3.5570, -6.4671], [-6.9513, 4.1637, -5.5477], [-6.8985, 2.4941, -7.0889], [-8.7191, 3.9068, -6.9478], [-7.3286, 1.9952, -7.8432], [-5.9867, 2.2058, -6.7643], [-9.1766, 4.6849, -6.5138], [-9.1775, 3.4290, -7.6990], [-4.9647, 4.7747, 2.0226], [-4.2947, 4.0999, 2.7940], [-6.2095, 4.3858, 1.6029], [-4.5424, 5.9613, 1.5086], [-6.7724, 4.9248, 0.9717], [-6.5622, 3.5169, 1.9537], [-3.6369, 6.2871, 1.7854], [-5.0948, 6.5131, 0.8676]], "charge": 1, "homo_lumo_gap_ev": 8.56, "homo_ev": -10.53}



(2)
{"formula": "C32H81N5O12", "method": "ωB97M-V with the def2-TZVPD basis set", "species": ["C", "O", "C", "C", "N", "C", "C", "O", "C", "H", "H", "H", "H", "H", "H", "H", "H", "H", "H", "H", "H", "H", "H", "H", "C", "O", "C", "C", "N", "C", "C", "O", "C", "H", "H", "H", "H", "H", "H", "H", "H", "H", "H", "H", "H", "H", "H", "H", "C", "O", "C", "C", "N", "C", "C", "O", "C", "H", "H", "H", "H", "H", "H", "H", "H", "H", "H", "H", "H", "H", "H", "H", "C", "O", "C", "C", "N", "C", "C", "O", "C", "H", "H", "H", "H", "H", "H", "H", "H", "H", "H", "H", "H", "H", "H", "H", "C", "O", "C", "C", "N", "C", "C", "O", "C", "H", "H", "H", "H", "H", "H", "H", "H", "H", "H", "H", "H", "H", "H", "H", "C", "C", "O", "O", "H", "H", "H", "H", "H", "H"], "positions_angstrom": [[10.6466, 1.1383, 2.4181], [9.3494, 1.7449, 2.5790], [9.0613, 2.7538, 1.5778], [8.9801, 2.3449, 0.0438], [7.8693, 1.5481, -0.4245], [7.8656, 0.3228, 0.4144], [7.0130, -0.7690, -0.2297], [5.7257, -0.6651, 0.1444], [4.7226, -0.8885, -0.8444], [10.6554, 0.0510, 2.3418], [11.2029, 1.4515, 3.3016], [11.2008, 1.5778, 1.5888], [9.7598, 3.5735, 1.7461], [8.0815, 3.2166, 1.6955], [9.8542, 1.8143, -0.3337], [9.0302, 3.2794, -0.5150], [7.7684, 1.3787, -1.4151], [7.7035, 0.5169, 1.4747], [8.8179, -0.1841, 0.2585], [7.4827, -1.7470, -0.1244], [7.1110, -0.6715, -1.3109], [5.0378, -1.2163, -1.8350], [4.0217, -0.0573, -0.9210], [4.1300, -1.7265, -0.4773], [2.6540, -3.5333, -3.9679], [1.2790, -3.6772, -3.5580], [0.3479, -3.7895, -4.6176], [-1.1227, -3.7716, -4.1734], [-1.4697, -2.7105, -3.2455], [-1.1667, -1.3439, -3.7830], [-1.1514, -0.3476, -2.6309], [-0.2498, -0.4542, -1.5349], [1.1645, -0.2758, -1.7723], [2.7861, -2.5856, -4.4900], [3.0717, -4.4098, -4.4634], [3.2944, -3.4647, -3.0886], [0.4873, -4.7176, -5.1718], [0.5426, -3.0534, -5.3976], [-1.4159, -4.6664, -3.6244], [-1.7731, -3.8078, -5.0473], [-0.8737, -2.7642, -2.4318], [-1.9362, -1.2153, -4.5442], [-0.1375, -1.2973, -4.1391], [-2.1657, -0.2210, -2.2523], [-0.9810, 0.6447, -3.0487], [1.3610, 0.7961, -1.7504], [1.7400, -0.6250, -2.6296], [1.6985, -0.8391, -1.0070], [-5.9090, 3.8449, 4.7798], [-6.6400, 5.0057, 4.4723], [-7.8316, 4.7903, 3.6575], [-7.5560, 4.9584, 2.2575], [-6.8696, 3.8319, 1.6151], [-6.8188, 3.9219, 0.1423], [-5.5197, 3.2936, -0.4791], [-5.7799, 1.9227, -0.8827], [-4.7846, 1.3529, -1.7462], [-6.5954, 3.2679, 5.3996], [-5.1851, 3.9627, 5.5861], [-5.4696, 3.3359, 3.9219], [-8.4997, 5.6255, 3.8678], [-8.3202, 3.8514, 3.9183], [-7.1019, 5.9090, 1.9779], [-8.5758, 4.9430, 1.8729], [-5.9233, 3.6878, 1.9373], [-6.7221, 4.9748, -0.1225], [-7.7019, 3.4504, -0.2889], [-4.5791, 3.3923, 0.0628], [-5.3024, 3.9188, -1.3452], [-5.1371, 0.3589, -2.0213], [-3.8901, 1.2266, -1.1363], [-4.6448, 2.0229, -2.5946], [-0.2081, -1.5263, 1.6997], [-1.5175, -1.6580, 2.1131], [-2.3802, -1.9154, 0.9962], [-2.0269, -3.0192, 0.0413], [-1.9623, -4.2754, 0.7203], [-1.5906, -5.4199, -0.0921], [-0.1602, -5.2644, -0.8406], [0.6266, -4.3644, -0.1020], [2.0038, -4.6090, -0.2464], [0.3055, -2.4674, 1.5031], [0.3896, -1.2745, 2.5757], [-0.0950, -0.9541, 0.7789], [-2.4991, -1.0254, 0.3783], [-3.3798, -2.1413, 1.3676], [-1.0761, -2.6513, -0.3443], [-2.8136, -2.9928, -0.7127], [-1.1759, -4.2092, 1.3506], [-2.4405, -5.5686, -0.7583], [-1.4759, -6.2468, 0.6087], [-0.4215, -4.8140, -1.7982], [0.1217, -6.3047, -1.0030], [2.4173, -5.4470, 0.3148], [2.5571, -3.7812, 0.1972], [2.4384, -4.7376, -1.2376], [0.1458, 4.7722, 6.6213], [1.3220, 4.3181, 5.9999], [1.6050, 2.9660, 6.4032], [2.2621, 2.2595, 5.3200], [1.2754, 1.7160, 4.3830], [0.7567, 2.7530, 3.5131], [-0.1502, 2.0376, 2.4991], [-0.9112, 3.0019, 1.8012], [-1.3624, 2.6781, 0.5152], [-0.1298, 4.1356, 7.4621], [-0.6591, 4.7842, 5.8865], [0.1956, 5.8453, 6.8061], [0.6548, 2.5029, 6.6692], [2.2912, 2.8166, 7.2368], [2.7888, 1.4996, 5.8974], [3.0056, 2.8926, 4.8357], [1.9257, 1.1091, 3.9047], [1.4900, 3.3311, 2.9508], [0.2815, 3.5285, 4.1139], [-0.8585, 1.3075, 2.8908], [0.6016, 1.5683, 1.8646], [-2.0610, 3.4059, 0.1024], [-1.8678, 1.7134, 0.5608], [-0.5564, 2.4647, -0.1869], [-4.5911, -4.1290, -6.3093], [-4.0866, -2.8223, -7.0261], [-3.8221, -2.8549, -8.3666], [-5.6158, -4.7292, -7.1032], [-4.8970, -3.7384, -5.3388], [-3.7509, -4.8038, -6.1458], [-3.2573, -2.3375, -6.5110], [-4.8818, -2.0889, -6.8920], [-4.5980, -3.1965, -8.8169], [-5.8994, -5.5468, -6.6876]], "charge": -1, "multiplicity": 2, "homo_lumo_gap_ev": [1.45, 8.39], "homo_ev": [0.56, -6.46]}



(3)
{"formula": "C32H83N5O12", "method": "ωB97M-V with the def2-TZVPD basis set", "species": ["C", "O", "C", "C", "N", "C", "C", "O", "C", "H", "H", "H", "H", "H", "H", "H", "H", "H", "H", "H", "H", "H", "H", "H", "C", "O", "C", "C", "N", "C", "C", "O", "C", "H", "H", "H", "H", "H", "H", "H", "H", "H", "H", "H", "H", "H", "H", "H", "C", "O", "C", "C", "N", "C", "C", "O", "C", "H", "H", "H", "H", "H", "H", "H", "H", "H", "H", "H", "H", "H", "H", "H", "C", "O", "C", "C", "N", "C", "C", "O", "C", "H", "H", "H", "H", "H", "H", "H", "H", "H", "H", "H", "H", "H", "H", "H", "C", "O", "C", "C", "N", "C", "C", "O", "C", "H", "H", "H", "H", "H", "H", "H", "H", "H", "H", "H", "H", "H", "H", "H", "C", "O", "H", "H", "H", "H", "C", "O", "H", "H", "H", "H"], "positions_angstrom": [[0.2544, -1.7293, 5.2663], [0.2831, -2.7823, 4.2831], [-0.0784, -2.4488, 2.9593], [0.9444, -3.1076, 2.0456], [2.3157, -2.8498, 2.5214], [3.2399, -3.5550, 1.6446], [4.6961, -3.2535, 2.0048], [5.0077, -1.8991, 1.4951], [6.3766, -1.6596, 1.2165], [1.0018, -0.9184, 4.9279], [0.4997, -2.1190, 6.2291], [-0.7264, -1.2710, 5.3804], [0.0193, -1.3686, 2.8385], [-1.0651, -2.8494, 2.7047], [0.8263, -2.6217, 1.0846], [0.7802, -4.1547, 1.8929], [2.4515, -3.3261, 3.3941], [3.1911, -3.1109, 0.6941], [3.0388, -4.6359, 1.4932], [5.3621, -3.9272, 1.4295], [4.8922, -3.2917, 3.0997], [7.0364, -1.7330, 2.0826], [6.4618, -0.6541, 0.8332], [6.6925, -2.3518, 0.3818], [-1.4186, -6.6885, 1.7896], [-1.7422, -5.7155, 0.7835], [-0.7342, -5.7186, -0.1883], [-1.2240, -4.7047, -1.2291], [-0.2759, -4.2362, -2.2176], [-0.8981, -3.6621, -3.3817], [0.0116, -3.6593, -4.5642], [-0.6911, -3.0110, -5.6629], [0.0346, -2.9068, -6.9100], [-2.2364, -6.6990, 2.5661], [-0.4175, -6.4851, 2.2382], [-1.4962, -7.6953, 1.2828], [-0.5830, -6.6528, -0.6911], [0.2168, -5.5084, 0.2699], [-1.6504, -3.8348, -0.6294], [-2.1132, -5.1806, -1.6728], [0.3602, -3.5867, -1.7407], [-1.3278, -2.6261, -3.2473], [-1.7524, -4.2926, -3.6699], [0.2390, -4.7186, -4.8316], [0.9637, -3.1288, -4.3441], [-0.5552, -2.2689, -7.5491], [0.0170, -3.9259, -7.2996], [1.1283, -2.6629, -6.7814], [-4.0487, -1.4988, -4.2345], [-4.1950, -1.2746, -2.8589], [-3.4351, -0.2386, -2.3684], [-3.6734, -0.0662, -0.8747], [-3.2641, -1.2923, -0.1879], [-3.5669, -1.1885, 1.2440], [-5.0182, -0.9923, 1.7204], [-5.9089, -1.9766, 1.2950], [-7.2232, -1.6140, 1.5188], [-4.7613, -2.2408, -4.5451], [-3.0431, -1.8028, -4.4677], [-4.2239, -0.5930, -4.8501], [-3.7126, 0.7270, -2.8051], [-2.3848, -0.4447, -2.4729], [-4.7453, 0.2385, -0.6915], [-3.1418, 0.7754, -0.3921], [-3.8074, -2.0693, -0.5687], [-2.9101, -0.3500, 1.5725], [-3.1009, -2.0902, 1.6875], [-5.3951, 0.0254, 1.4463], [-4.9685, -0.9512, 2.8026], [-7.8153, -2.4765, 1.0624], [-7.5883, -0.7489, 0.9000], [-7.5909, -1.3737, 2.5355], [4.3800, 7.2655, -5.5802], [4.5680, 6.1620, -4.6211], [3.9537, 6.4802, -3.3964], [4.4829, 5.5894, -2.2611], [4.6063, 4.2191, -2.6236], [3.3220, 3.5615, -2.9885], [3.4629, 1.9821, -2.9776], [2.4309, 1.3133, -3.6006], [2.3907, -0.0708, -3.2377], [3.3226, 7.4946, -5.6505], [4.6991, 6.9775, -6.6024], [5.0888, 7.9983, -5.2097], [2.8663, 6.3715, -3.5053], [4.0523, 7.5129, -3.0908], [3.8128, 5.6445, -1.3578], [5.4913, 5.9698, -1.9267], [5.2412, 4.1314, -3.3975], [2.9120, 3.9163, -3.9287], [2.5370, 3.8260, -2.2757], [3.5026, 1.7517, -1.9010], [4.3712, 1.7915, -3.5238], [1.3809, -0.3865, -3.3044], [2.7308, -0.1640, -2.2016], [3.0055, -0.7036, -3.8671], [-3.3895, 0.8237, 5.3797], [-2.7912, 1.8753, 4.6694], [-1.6270, 1.5139, 3.9837], [-1.4587, 2.4721, 2.8085], [-1.3921, 3.8347, 3.2299], [-1.1732, 4.7731, 2.1467], [-1.1481, 6.2181, 2.5419], [-2.4919, 6.7027, 2.7008], [-2.4883, 8.0306, 3.0721], [-2.7402, 0.2194, 5.9792], [-3.9244, 0.1700, 4.7157], [-4.1270, 1.2343, 6.0723], [-1.6512, 0.4510, 3.6337], [-0.8381, 1.5762, 4.7927], [-2.2896, 2.2562, 2.1297], [-0.5086, 2.1754, 2.3959], [-2.2409, 4.0766, 3.7496], [-1.9018, 4.6164, 1.3496], [-0.2381, 4.5354, 1.6473], [-0.8149, 6.7076, 1.6132], [-0.5417, 6.4387, 3.4114], [-3.5282, 8.2986, 3.1884], [-2.0392, 8.6336, 2.2286], [-2.0334, 8.2626, 4.0522], [3.6691, 0.9005, 1.7636], [2.7930, 0.1444, 2.5727], [3.0964, 1.7884, 1.3430], [4.4207, 1.4210, 2.3685], [4.1744, 0.3545, 0.9478], [2.8443, -0.7602, 2.4166], [0.2879, -0.4143, 0.0779], [-0.3448, -1.6184, -0.5411], [0.3785, 0.4613, -0.6442], [-0.4117, -0.0338, 0.8139], [1.3060, -0.6533, 0.3945], [-1.2821, -1.4165, -0.6652]], "de_lowest_kj_mol": 166.2, "homo_lumo_gap_ev": 9.10, "homo_ev": -8.48}